Record 1
{
  "formula": "C4H8O2",
  "method": "ωB97M-V/def2-TZVPD",
  "smiles": "CC1(O)COC1",
  "energy_ev": -8371.1810,
  "gap_ev": 10.863,
  "symbols": ["C", "C", "O", "C", "O", "C", "H", "H", "H", "H", "H", "H", "H", "H"],
  "xyz": [[-0.32483, -0.00312, 1.54208], [0.30168, 0.13253, 0.17278], [1.65173, 0.47253, 0.29564], [-0.49168, 0.95982, -0.84743], [-0.98081, -0.23442, -1.47241], [0.01817, -1.03160, -0.83599], [-1.35878, -0.32767, 1.41532], [-0.30956, 0.94643, 2.09401], [0.23413, -0.73996, 2.12814], [1.95424, -0.01871, -0.46116], [0.16344, 1.53982, -1.51867], [-1.29947, 1.59613, -0.47773], [0.80993, -1.30746, -1.57924], [-0.36818, -1.98435, -0.45536]],
  "forces_ev_per_a": [[-0.05, -0.10, -0.10], [-0.30, -0.15, -0.09], [0.08, -0.20, 0.09], [-0.17, 0.33, 0.02], [-0.38, -0.05, -0.31], [-0.17, -0.39, 0.01], [-0.02, 0.00, 0.20], [0.03, -0.16, -0.28], [-0.16, 0.05, -0.10], [1.41, 0.18, -0.36], [-0.13, -0.16, 0.17], [0.01, -0.05, -0.02], [-0.03, 0.49, 0.66], [-0.11, 0.22, 0.12]]
}


Record 2
{
  "formula": "C27H34N4O",
  "method": "ωB97M-V/def2-TZVPD",
  "smiles": "O=C(c1cc2ccccc2[nH]1)N(Cc1cccnc1)C[C@@H]1CCCN(C2CCCCC2)C1",
  "energy_ev": -36560.1555,
  "gap_ev": 8.457,
  "symbols": ["O", "C", "C", "C", "C", "C", "C", "C", "C", "C", "N", "N", "C", "C", "C", "C", "C", "N", "C", "C", "C", "C", "C", "C", "N", "C", "C", "C", "C", "C", "C", "C", "H", "H", "H", "H", "H", "H", "H", "H", "H", "H", "H", "H", "H", "H", "H", "H", "H", "H", "H", "H", "H", "H", "H", "H", "H", "H", "H", "H", "H", "H", "H", "H", "H", "H"],
  "xyz": [[1.21039, -1.43710, 2.40824], [1.16423, -1.28457, 1.18934], [0.05521, -1.92515, 0.45974], [-0.19001, -2.34994, -0.82482], [-1.47960, -2.93926, -0.83350], [-2.27114, -3.51600, -1.83041], [-3.51842, -3.98088, -1.48873], [-3.99897, -3.88779, -0.17635], [-3.24293, -3.32743, 0.82803], [-1.97797, -2.85601, 0.49198], [-1.02746, -2.24946, 1.24400], [2.08941, -0.53587, 0.53943], [3.18479, 0.00120, 1.32628], [4.51858, -0.45514, 0.80720], [5.60418, 0.40813, 0.72841], [6.81433, -0.06848, 0.25176], [6.88937, -1.39661, -0.13846], [5.86301, -2.22761, -0.07250], [4.71597, -1.76966, 0.39009], [2.01533, -0.08203, -0.83548], [0.76372, 0.74964, -1.14819], [0.85535, 1.36563, -2.54383], [-0.40787, 2.17751, -2.81694], [-0.58951, 3.23147, -1.71619], [-0.60048, 2.70067, -0.37254], [-1.87525, 2.32261, 0.21235], [-1.85755, 2.61674, 1.71946], [-3.24088, 2.40724, 2.32740], [-3.71256, 0.97501, 2.09622], [-3.72626, 0.65878, 0.60478], [-2.34264, 0.87416, -0.00213], [0.55558, 1.87493, -0.11730], [0.46003, -2.28336, -1.67324], [-1.90589, -3.58844, -2.84409], [-4.14897, -4.42859, -2.24277], [-4.98587, -4.26516, 0.04725], [-3.61278, -3.25477, 1.83988], [-1.02996, -2.09210, 2.23977], [3.04058, -0.36246, 2.35009], [3.13708, 1.09608, 1.33857], [5.50279, 1.43897, 1.04016], [7.67617, 0.57699, 0.18161], [7.80867, -1.81851, -0.52220], [3.90551, -2.48602, 0.43299], [2.07458, -0.93390, -1.51922], [2.90243, 0.53146, -1.01149], [-0.10632, 0.09332, -1.12712], [1.72777, 2.02264, -2.59951], [0.97529, 0.58263, -3.29641], [-0.33696, 2.67490, -3.78587], [-1.27277, 1.51235, -2.84189], [-1.51013, 3.79401, -1.88211], [0.25034, 3.93679, -1.77713], [-2.62033, 2.98713, -0.24167], [-1.52388, 3.64370, 1.87542], [-1.14712, 1.95456, 2.21749], [-3.20969, 2.62194, 3.39773], [-3.94949, 3.10059, 1.86823], [-4.71095, 0.83685, 2.51646], [-3.03597, 0.28529, 2.60632], [-4.03584, -0.37673, 0.44256], [-4.44929, 1.30715, 0.10367], [-1.64042, 0.19390, 0.48008], [-2.37744, 0.63730, -1.06721], [0.47296, 1.45436, 0.88488], [1.43596, 2.53242, -0.13856]],
  "forces_ev_per_a": [[-0.21, -0.10, 0.08], [0.31, 0.16, 0.24], [-0.27, -0.32, -0.32], [0.28, 0.13, 0.31], [-0.24, -0.03, 0.39], [-0.08, -0.02, 0.04], [0.01, -0.06, -0.28], [-0.01, 0.05, 0.23], [-0.16, -0.07, 0.08], [-0.01, -0.09, -0.58], [0.16, 0.15, 0.32], [0.13, -0.06, 0.20], [-0.01, -0.13, 0.45], [0.23, 0.10, -0.12], [-0.09, -0.19, -0.01], [-0.04, -0.05, 0.02], [0.25, 0.26, -0.01], [0.08, -0.52, -0.14], [-0.25, 0.26, 0.16], [-0.53, 0.07, -0.43], [0.29, 0.19, 0.00], [-0.30, -0.21, 0.10], [0.17, 0.18, 0.09], [-0.09, -0.08, -0.19], [0.06, 0.14, -0.15], [0.13, -0.12, 0.34], [-0.36, 0.21, -0.22], [0.21, -0.26, 0.21], [-0.27, 0.22, -0.16], [0.18, -0.23, 0.17], [-0.26, 0.30, -0.19], [-0.09, -0.22, -0.02], [0.18, 0.11, -0.13], [0.01, -0.02, -0.11], [-0.03, -0.03, -0.07], [-0.07, -0.02, 0.04], [-0.07, 0.00, 0.10], [0.05, -0.03, -0.06], [0.04, 0.21, -0.20], [0.00, -0.06, 0.01], [-0.03, 0.09, 0.01], [0.09, 0.03, -0.02], [0.12, 0.05, -0.02], [-0.15, -0.01, 0.02], [0.10, 0.11, -0.05], [-0.01, -0.08, -0.01], [0.04, 0.12, 0.00], [0.12, 0.03, -0.02], [0.09, -0.01, -0.05], [-0.05, 0.00, -0.06], [-0.06, -0.02, -0.04], [0.04, 0.06, 0.03], [-0.03, 0.05, -0.11], [0.01, -0.01, 0.02], [0.08, -0.01, -0.02], [0.11, -0.05, 0.05], [-0.06, 0.08, 0.00], [-0.06, 0.07, 0.01], [0.01, -0.07, 0.07], [0.04, -0.08, 0.07], [-0.07, 0.03, -0.06], [-0.08, 0.01, -0.05], [0.12, -0.11, -0.02], [0.10, -0.06, -0.03], [0.08, 0.03, 0.07], [0.13, -0.08, 0.07]]
}


Record 3
{
  "formula": "C45H37ClF3N5O6SbZr",
  "method": "ωB97M-V/def2-TZVPD",
  "energy_ev": -95482.7705,
  "gap_ev": 7.360,
  "total_charge": 1,
  "symbols": ["Zr", "O", "C", "N", "C", "C", "C", "C", "C", "C", "N", "C", "O", "C", "C", "C", "C", "C", "N", "C", "C", "C", "C", "C", "N", "H", "H", "H", "H", "H", "H", "H", "H", "H", "H", "H", "H", "O", "Cl", "O", "O", "O", "C", "N", "C", "C", "C", "C", "C", "C", "C", "C", "H", "H", "H", "H", "H", "H", "H", "H", "H", "H", "H", "H", "H", "F", "C", "C", "C", "C", "C", "C", "Sb", "C", "C", "C", "C", "F", "C", "C", "C", "C", "C", "C", "F", "C", "C", "H", "H", "H", "H", "H", "H", "H", "H", "H", "H", "H", "H"],
  "xyz": [[0.01128, -0.20345, 1.84104], [-2.84978, -1.34560, 3.00729], [-1.67102, -1.65435, 3.04206], [-0.64550, -1.04666, 3.69042], [-1.03054, 0.05140, 4.53044], [-1.12382, -0.09124, 5.90068], [-1.46346, 1.00475, 6.68274], [-1.70936, 2.23453, 6.09119], [-1.65170, 2.38707, 4.71324], [-1.33300, 1.29250, 3.92061], [-1.32878, 1.21855, 2.52516], [-1.87233, 2.04554, 1.62320], [-2.10480, 3.24261, 1.67704], [-2.30415, 1.20320, 0.43568], [-3.32702, 1.66223, -0.37689], [-3.96537, 0.76733, -1.22375], [-3.55660, -0.55781, -1.21931], [-2.50535, -0.92707, -0.39536], [-1.87331, -0.07363, 0.40703], [-1.13736, -2.82810, 2.23507], [-1.68664, -4.09483, 2.29372], [-1.08915, -5.10776, 1.56014], [0.04866, -4.81818, 0.82024], [0.53185, -3.52308, 0.81454], [-0.05881, -2.53269, 1.48849], [-0.93294, -1.06067, 6.34182], [-1.53689, 0.88778, 7.75520], [-1.96743, 3.08458, 6.70818], [-1.86527, 3.33803, 4.24571], [-3.63188, 2.69536, -0.28805], [-4.79451, 1.08975, -1.83924], [-4.04473, -1.30464, -1.82958], [-2.19976, -1.96524, -0.34466], [-2.55312, -4.27389, 2.91390], [-1.49625, -6.10920, 1.58767], [0.55379, -5.57854, 0.24250], [1.44191, -3.27590, 0.28704], [2.61137, -1.31111, -0.75715], [2.18918, -0.37778, 0.21189], [2.98844, 0.78337, 0.21498], [2.13815, -0.99795, 1.50912], [0.80209, 0.05153, -0.06617], [3.40716, 3.85912, 0.86075], [2.00388, 4.15820, 0.47208], [1.71301, 5.60680, 0.57966], [0.94915, 3.30640, 1.16900], [1.34126, 2.76432, 2.52915], [1.64499, 3.65406, 3.55534], [2.01030, 3.18107, 4.80305], [2.10530, 1.81765, 5.01530], [1.77976, 0.93043, 3.99780], [1.34675, 1.36915, 2.73050], [4.07407, 4.39442, 0.18701], [3.59045, 2.79476, 0.77500], [3.58880, 4.17130, 1.88416], [1.93055, 3.93116, -0.52258], [1.74165, 5.91656, 1.61996], [0.72735, 5.81796, 0.17129], [2.44619, 6.17011, 0.00621], [0.73006, 2.46192, 0.51551], [0.05027, 3.91585, 1.25337], [1.56257, 4.72390, 3.40041], [2.21101, 3.87397, 5.60892], [2.39849, 1.44208, 5.98688], [1.85642, -0.13707, 4.19453], [4.37924, -4.62052, -6.20304], [3.48144, -4.04778, -5.38815], [2.29146, -3.58740, -5.92031], [1.35488, -3.02445, -5.06684], [1.61210, -2.91294, -3.70469], [2.83143, -3.36444, -3.20300], [3.77510, -3.93752, -4.04246], [0.15320, -2.10815, -2.31968], [0.50201, -0.04945, -2.87384], [-0.49900, 0.90085, -2.69473], [-0.19995, 2.25502, -2.65932], [1.11907, 2.62663, -2.81537], [1.45136, 3.94549, -2.64509], [2.12963, 1.72389, -3.06680], [1.80811, 0.37396, -3.09774], [-1.61309, -2.39822, -3.54119], [-2.02515, -1.52766, -4.54508], [-3.18651, -1.77317, -5.26347], [-3.92903, -2.90088, -4.96419], [-5.05582, -3.13575, -5.65111], [-3.55016, -3.78680, -3.97233], [-2.39183, -3.51841, -3.25853], [2.10448, -3.68231, -6.98115], [0.40895, -2.68338, -5.46949], [3.05899, -3.25175, -2.15124], [4.72135, -4.30387, -3.66835], [-1.52686, 0.58578, -2.56740], [-0.96589, 3.00438, -2.50638], [3.14492, 2.06989, -3.20828], [2.58828, -0.35914, -3.25738], [-1.43418, -0.64778, -4.76982], [-3.51217, -1.10988, -6.05341], [-4.15867, -4.65701, -3.76774], [-2.08322, -4.20203, -2.47353]],
  "forces_ev_per_a": [[-0.21, -0.33, 1.08], [0.03, -0.40, 0.24], [-0.91, -1.00, 0.37], [-0.30, 0.24, 0.41], [-0.38, 0.39, 0.00], [0.14, 0.02, -0.07], [0.04, -0.05, 0.00], [-0.03, 0.00, 0.04], [0.00, 0.06, -0.19], [-0.07, -0.22, 0.54], [-0.50, 0.51, 0.50], [-0.24, 0.12, -0.20], [-0.08, -0.14, 0.15], [-0.57, 0.04, -0.22], [0.22, 0.01, -0.01], [0.08, -0.15, 0.05], [-0.09, 0.17, 0.01], [0.09, -0.30, 0.00], [-0.16, 0.55, -0.09], [-0.12, -0.12, -0.17], [-0.14, 0.08, 0.02], [0.07, 0.13, 0.02], [-0.08, 0.01, -0.01], [0.25, 0.00, 0.06], [-0.62, -0.40, 0.43], [0.04, 0.01, 0.02], [-0.01, 0.04, 0.02], [0.00, 0.02, 0.00], [-0.01, 0.01, -0.01], [0.00, 0.01, 0.03], [0.02, -0.01, -0.03], [0.02, -0.02, 0.00], [0.13, 0.05, -0.04], [-0.04, 0.04, -0.02], [0.03, -0.03, -0.02], [0.05, -0.02, 0.04], [-0.06, 0.04, -0.07], [-0.02, -0.22, -0.07], [2.68, 0.60, -1.30], [0.30, 0.03, -0.10], [0.23, -0.47, 0.61], [-0.13, 0.08, -1.14], [0.43, -0.08, 0.01], [-0.02, -0.14, -0.20], [-0.12, 0.46, -0.09], [-0.29, -0.29, 0.57], [0.13, -0.07, -0.20], [-0.13, -0.12, -0.13], [0.06, 0.02, 0.17], [0.02, -0.08, 0.08], [0.08, 0.09, -0.53], [0.45, 0.77, 0.41], [-0.09, 0.07, -0.02], [-0.11, -0.02, 0.04], [-0.12, 0.05, -0.01], [-0.05, 0.00, -0.01], [0.07, -0.09, 0.01], [-0.03, -0.15, 0.03], [0.09, -0.09, 0.04], [0.12, 0.18, -0.19], [0.07, 0.09, -0.16], [0.01, 0.02, 0.01], [0.03, 0.01, 0.01], [0.04, -0.02, 0.00], [-0.05, 0.06, 0.08], [0.03, 0.01, -0.02], [-0.09, 0.08, 0.11], [-0.01, -0.03, -0.07], [-0.02, -0.03, 0.02], [-0.31, 0.12, 0.41], [-0.10, 0.05, -0.09], [0.10, -0.06, -0.03], [-0.17, -0.05, -1.44], [-0.08, -0.30, 0.07], [0.08, 0.00, -0.05], [-0.05, 0.11, -0.04], [0.06, -0.01, 0.20], [-0.03, -0.06, -0.02], [0.08, 0.09, -0.02], [-0.15, 0.01, -0.04], [0.40, 0.05, 0.33], [0.03, -0.05, 0.03], [-0.04, 0.04, -0.08], [0.11, 0.06, 0.10], [-0.02, -0.02, -0.02], [-0.12, -0.02, 0.01], [0.07, 0.03, -0.03], [0.01, -0.02, -0.01], [0.01, -0.01, -0.04], [0.04, -0.12, 0.03], [0.02, 0.01, -0.01], [-0.03, 0.04, 0.07], [0.00, 0.02, 0.02], [0.01, 0.01, -0.01], [0.07, 0.05, -0.03], [-0.03, 0.00, -0.08], [-0.04, -0.01, 0.00], [-0.01, -0.01, -0.02], [-0.07, -0.05, -0.01]]
}


Sequential E_HOMO output: -9.9; -7.9; -10.4 eV